# 1
DFT (ωB97M-V/def2-TZVPD) results for an isolated molecule of C5H9NO.

```
16
Properties=species:S:1:pos:R:3:forces:R:3
C -1.558 -1.008 -0.200 -0.1 0.0 0.0
C -0.657 0.018 -0.877 -0.2 -0.1 -0.2
C -0.820 1.431 -0.423 -0.1 0.1 0.0
C 0.488 0.716 -0.139 0.2 -0.2 -0.1
C 0.863 -0.030 1.086 0.0 -0.2 -0.1
N 1.973 -0.616 1.329 -0.6 0.3 0.1
O 2.939 -0.368 0.355 0.3 0.1 0.0
H -2.512 -0.980 -0.732 0.0 -0.1 0.0
H -1.799 -0.770 0.843 0.2 0.1 -0.2
H -1.199 -2.044 -0.219 0.2 0.3 -0.1
H -0.499 -0.186 -1.935 -0.1 0.2 0.2
H -0.779 2.190 -1.203 0.2 0.0 0.3
H -1.543 1.662 0.359 0.2 -0.2 -0.1
H 0.062 -0.345 1.755 0.3 0.4 0.2
H 1.316 1.132 -0.713 -0.2 -0.6 0.0
H 3.726 -0.802 0.713 -0.3 0.1 -0.1
```
Positions in Å, forces in eV/Å.

Calculated total energy (Ha): -325.81327
SMILES string: C[C@H]1C[C@H]1/C=N\O
Net charge: 0

# 2
DFT (ωB97M-V/def2-TZVPD) results for the ion C14H31ClN2O3PS with charge +1.

```
53
Properties=species:S:1:pos:R:3:forces:R:3
C 3.978 -0.178 1.953 -0.4 1.1 0.5
C 2.572 0.305 1.439 0.9 -0.4 -0.4
C 1.705 -0.854 0.776 2.1 0.7 1.4
Cl 2.839 -2.132 0.194 -0.9 0.4 -0.2
N 0.865 -0.256 -0.308 -0.1 -1.0 0.8
C 0.447 -1.210 -1.369 -1.1 -0.2 -0.8
C -0.437 -2.300 -0.712 0.4 -0.4 0.1
S -0.889 -3.467 -2.078 0.3 -1.3 -4.5
C -1.023 -5.116 -1.269 0.5 1.0 0.8
O -2.127 -3.050 -2.775 1.3 -0.3 2.5
O 0.245 -3.585 -3.048 -1.3 0.6 2.7
N -1.597 -1.809 0.032 0.2 0.6 -0.1
C -1.699 -0.335 0.077 -0.7 0.9 -1.2
C -2.835 0.171 1.045 0.4 -0.7 0.1
C -2.997 -0.691 2.341 0.2 0.7 0.4
O -2.690 0.153 3.481 -0.5 -0.6 -0.5
C -0.357 0.421 0.365 -0.3 0.5 -0.6
P -0.520 2.191 -0.260 -2.0 0.9 0.7
C -0.503 2.263 -2.130 1.1 0.2 0.0
C 0.915 2.253 -2.809 0.0 -1.1 0.2
C 0.738 3.337 0.520 0.2 -0.6 0.6
C 0.020 4.664 0.920 0.1 0.1 -0.3
H 4.366 0.637 2.600 -0.2 -0.5 -0.3
H 4.704 -0.266 1.128 -0.5 -0.3 0.4
H 3.918 -1.077 2.585 0.1 0.2 -0.5
H 2.036 0.804 2.263 0.0 -0.4 -0.4
H 2.805 1.101 0.694 -0.4 -0.5 0.2
H 1.112 -1.295 1.596 -0.2 0.0 -0.9
H 1.395 0.500 -0.749 0.1 -0.2 0.1
H -0.152 -0.625 -2.100 0.2 -0.3 0.5
H 1.288 -1.620 -1.955 -0.3 0.1 0.8
H 0.165 -2.914 -0.005 0.0 0.2 -0.7
H -1.332 -4.918 -0.223 -0.2 -0.3 -0.6
H -1.696 -5.789 -1.817 0.1 0.5 0.1
H 0.006 -5.516 -1.224 -0.5 0.2 -0.3
H -2.461 -2.110 -0.422 0.2 -0.2 0.1
H -2.030 -0.005 -0.941 0.3 0.0 0.6
H -3.785 0.264 0.481 0.5 -0.3 0.3
H -2.585 1.206 1.357 -0.2 -0.6 -0.2
H -4.034 -1.052 2.465 0.6 0.2 0.0
H -2.306 -1.551 2.405 -0.5 0.2 -0.5
H -1.766 0.361 3.353 0.3 0.3 0.4
H -0.231 0.466 1.466 0.5 -0.1 -0.7
H -1.017 3.205 -2.407 0.1 -0.5 0.5
H -1.162 1.445 -2.485 0.4 0.4 0.1
H 1.037 1.290 -3.355 0.0 0.7 0.0
H 1.745 2.267 -2.067 -0.5 0.2 -0.3
H 1.091 3.089 -3.502 -0.2 -0.4 0.2
H 1.060 2.846 1.465 -0.1 0.1 -0.6
H 1.664 3.484 -0.069 -0.6 0.1 0.1
H 0.786 5.433 1.134 -0.5 -0.3 -0.3
H -0.668 4.996 0.116 0.6 0.0 0.4
H -0.601 4.569 1.828 0.3 -0.3 -0.4
```
Positions in Å, forces in eV/Å.

Calculated total energy (Ha): -2086.65303
SMILES string: CC[C@H](Cl)[N@H+]1C[C@H](S(C)(=O)=O)N[C@@H](CCO)[C@@H]1P(CC)CC
Net charge: +1

# 3
DFT (ωB97M-V/def2-TZVPD) results for a structure of composition C26H61AsF6N3O12.

```
109
Properties=species:S:1:pos:R:3:forces:R:3
As -33.784 -6.414 12.545 -1.2 -0.6 -0.6
F -34.726 -5.958 14.071 1.4 -0.6 -1.9
F -32.257 -6.390 13.429 -1.0 0.5 -0.8
F -32.982 -6.867 10.942 -0.9 1.0 2.2
F -35.433 -6.582 11.711 2.2 0.4 1.0
F -33.677 -4.642 12.151 -0.1 -2.0 0.3
F -33.816 -8.182 12.903 -0.2 1.6 -0.2
C -35.235 -1.763 12.378 0.5 -0.2 0.1
C -35.349 -0.317 12.764 -0.4 -0.4 0.3
O -34.145 0.431 12.581 2.8 1.3 1.0
C -33.133 0.529 13.554 -0.4 -1.8 0.0
O -33.145 -0.065 14.616 -0.2 1.2 -1.0
O -32.065 1.231 13.085 -2.5 -1.4 -2.5
C -31.104 1.842 13.882 -0.7 -0.3 1.7
H -34.566 -2.344 13.013 0.2 0.1 -0.2
H -34.918 -1.761 11.335 0.1 -0.6 0.0
H -36.202 -2.259 12.470 -0.2 0.1 -0.2
H -35.754 -0.218 13.771 0.1 0.3 0.0
H -36.015 0.102 12.010 -0.1 0.5 0.4
H -30.346 2.270 13.225 -0.4 0.3 0.2
H -30.642 1.156 14.592 0.1 -0.2 -0.1
H -31.748 2.494 14.471 1.1 1.0 0.3
C -37.962 -4.825 10.598 -0.9 -1.7 -0.3
C -38.846 -6.145 10.738 0.1 1.9 1.3
O -39.752 -6.229 9.619 -0.1 -1.7 -2.6
C -39.458 -6.992 8.473 -2.5 0.0 -0.5
O -40.305 -7.294 7.579 3.3 1.4 3.6
O -38.168 -7.346 8.510 -0.4 -0.3 -0.6
C -37.697 -8.283 7.542 0.8 -0.2 -1.1
H -38.466 -3.898 10.870 -0.5 -0.3 0.0
H -37.840 -4.829 9.514 0.9 0.5 0.1
H -37.047 -4.862 11.189 0.1 -0.3 -0.4
H -39.517 -6.023 11.589 -0.2 0.1 -0.1
H -38.325 -7.059 11.024 0.3 0.1 -0.9
H -37.663 -9.303 7.925 -0.3 0.2 0.3
H -36.684 -8.014 7.245 0.2 0.2 0.7
H -38.186 -8.283 6.568 -0.9 0.2 0.4
C -38.474 -4.038 14.235 1.2 -1.4 0.2
O -38.027 -4.273 15.620 0.4 2.9 -1.9
C -36.793 -3.443 15.739 -1.1 -2.0 0.3
C -36.232 -3.767 17.073 1.3 0.1 1.5
N -35.571 -5.051 17.161 -1.7 -1.3 0.1
C -34.799 -5.285 18.374 0.8 0.7 -1.0
C -33.388 -4.770 18.080 0.1 0.3 -0.1
O -32.488 -5.783 18.403 2.8 0.1 0.9
C -31.093 -5.346 18.516 -0.9 0.2 0.5
H -38.134 -3.118 13.761 0.0 0.5 0.6
H -39.539 -4.132 14.021 -0.1 -0.2 0.7
H -37.910 -4.797 13.693 -0.4 -0.3 -0.5
H -36.952 -2.375 15.593 -0.5 0.0 0.2
H -36.051 -3.752 15.003 -0.1 -0.2 -0.4
H -36.964 -3.716 17.879 -0.2 0.2 -0.1
H -35.423 -3.071 17.296 -0.2 1.2 0.1
H -35.016 -5.164 16.325 0.1 -0.5 0.1
H -34.688 -6.317 18.705 -0.2 -0.4 -0.7
H -35.198 -4.805 19.268 -0.4 0.4 -0.3
H -33.208 -3.801 18.544 0.4 0.0 0.7
H -33.262 -4.546 17.021 -0.2 -0.1 -0.4
H -30.916 -4.735 19.401 -0.5 0.1 0.5
H -30.735 -4.674 17.736 -0.3 -0.4 -0.7
H -30.416 -6.189 18.649 -0.4 -0.3 -0.5
C -35.076 -10.202 17.900 -0.4 -1.4 -0.6
O -35.708 -10.019 16.654 -0.2 1.4 -0.3
C -35.263 -10.818 15.600 -1.4 -0.2 -1.2
C -36.336 -10.793 14.447 0.2 0.4 -0.5
N -36.298 -9.569 13.648 -0.6 0.4 -0.1
C -37.235 -9.438 12.457 0.3 -0.8 2.3
C -38.702 -9.330 12.935 0.1 1.0 0.1
O -38.944 -8.000 13.394 1.1 0.4 -0.1
C -40.186 -7.791 13.976 -0.4 0.4 -0.5
H -34.002 -10.356 17.793 0.2 0.1 0.1
H -35.562 -11.130 18.199 0.5 -0.3 1.1
H -35.277 -9.424 18.635 -0.2 0.2 -0.5
H -35.180 -11.881 15.826 -0.1 -0.3 0.7
H -34.267 -10.534 15.260 0.1 0.4 -0.3
H -37.345 -11.000 14.805 0.0 0.4 0.7
H -36.181 -11.643 13.783 0.6 -0.7 -0.1
H -35.326 -9.484 13.386 -0.1 0.7 -0.5
H -37.112 -10.326 11.837 -0.3 -0.2 -0.4
H -36.989 -8.550 11.875 0.2 0.0 0.2
H -38.984 -10.005 13.743 0.3 -0.4 0.1
H -39.415 -9.502 12.128 0.0 -0.3 -0.5
H -40.961 -8.102 13.276 -0.5 -0.8 0.2
H -40.420 -6.728 14.044 0.7 0.3 0.2
H -40.248 -8.208 14.981 -0.3 -0.4 0.0
C -27.708 -6.091 6.988 1.3 0.4 0.7
O -28.809 -5.545 7.639 -1.3 0.3 -1.2
C -28.608 -4.420 8.453 0.4 -0.8 1.0
C -29.498 -4.561 9.663 -0.2 0.3 1.7
N -29.496 -3.336 10.504 0.2 0.6 -1.8
C -30.568 -3.326 11.460 -0.5 -0.6 0.2
C -30.293 -2.497 12.707 0.4 -0.3 -0.9
O -29.502 -3.342 13.511 0.4 0.7 2.0
C -29.849 -3.393 14.902 0.2 -1.9 0.1
H -28.001 -6.849 6.262 -0.1 -0.2 0.6
H -27.027 -6.368 7.793 0.2 -1.3 0.0
H -27.004 -5.443 6.466 -0.6 1.0 -0.6
H -28.736 -3.445 7.981 0.0 -0.1 -0.3
H -27.621 -4.541 8.898 0.7 0.6 -0.3
H -29.141 -5.368 10.303 0.5 -0.5 -0.1
H -30.497 -4.952 9.472 -0.3 0.8 -0.5
H -28.607 -3.188 10.960 0.1 -0.3 0.0
H -30.635 -4.364 11.786 -0.7 -0.1 0.6
H -31.517 -3.082 10.984 0.0 0.2 -0.1
H -31.208 -2.134 13.174 -0.1 -0.3 0.2
H -29.655 -1.641 12.490 -0.2 0.5 -0.4
H -30.358 -4.352 14.993 -0.8 0.1 0.3
H -30.409 -2.605 15.406 -0.3 0.4 -0.9
H -29.003 -3.578 15.563 0.8 0.4 -0.5
```
Positions in Å, forces in eV/Å.

Calculated total energy (Ha): -4929.28527
Net charge: -1

# 4
DFT (ωB97M-V/def2-TZVPD) results for a cluster of 3 separate species, C15H23ClN3O3 in total.

```
45
Properties=species:S:1:pos:R:3:forces:R:3
C 3.117 0.083 0.800 -0.8 0.2 0.2
C 2.748 0.786 -0.488 -1.0 0.3 2.9
O 3.314 0.546 -1.457 2.1 -0.9 -4.1
O 1.708 1.685 -0.571 -0.1 0.0 1.2
C 1.330 2.303 0.646 -0.6 1.0 0.2
C 0.127 3.193 0.303 0.4 -0.8 -0.2
C -1.052 2.363 -0.177 0.2 1.1 -0.2
N -1.646 1.493 0.905 -0.2 0.1 -1.1
C -2.801 0.696 0.345 0.2 -0.4 -0.2
C -2.437 -0.780 0.121 1.7 4.0 -2.6
O -2.850 -1.601 0.778 -1.9 -4.2 3.0
Cl -1.342 -1.072 -1.240 0.1 0.2 0.0
H 3.705 0.692 1.484 -0.1 0.2 0.0
H 3.709 -0.773 0.514 0.2 -0.1 0.0
H 2.224 -0.283 1.310 0.1 0.0 0.2
H 2.099 2.970 1.041 0.3 -0.2 -0.1
H 1.101 1.594 1.451 0.1 -0.2 -0.1
H -0.113 3.895 1.101 -0.1 -0.1 0.1
H 0.452 3.776 -0.557 -0.1 0.2 0.0
H -1.844 3.023 -0.524 -0.2 -0.1 0.1
H -0.761 1.749 -1.024 0.0 -0.4 0.2
H -1.999 2.100 1.645 0.2 -0.1 0.2
H -0.906 0.893 1.278 -0.2 0.0 0.2
H -3.625 0.723 1.046 -0.1 0.0 0.1
H -3.084 1.119 -0.614 -0.1 0.3 0.0
N -5.529 -0.632 -2.353 0.2 0.1 0.1
C -5.926 -0.388 -3.640 0.0 0.0 0.0
C -6.944 0.527 -3.598 0.0 0.0 0.0
C -7.168 0.852 -2.234 0.0 0.1 0.0
C -6.280 0.124 -1.489 0.1 0.0 0.1
H -4.802 -1.270 -2.083 -0.1 -0.1 -0.1
H -5.453 -0.885 -4.470 0.0 0.0 0.0
H -7.471 0.920 -4.451 0.0 0.0 0.0
H -7.900 1.541 -1.845 0.0 0.0 0.0
H -6.120 0.074 -0.424 -0.1 -0.1 0.0
N 5.760 -2.864 0.872 -0.1 0.0 0.0
C 6.839 -2.267 1.469 0.0 0.1 0.0
C 7.116 -2.958 2.618 0.0 0.0 0.0
C 6.173 -4.015 2.716 0.0 0.0 0.0
C 5.351 -3.933 1.625 -0.1 0.0 0.0
H 5.336 -2.566 0.012 0.1 -0.1 0.0
H 7.312 -1.407 1.027 0.0 0.0 0.0
H 7.910 -2.732 3.311 0.0 0.0 0.0
H 6.106 -4.753 3.499 0.0 0.0 0.0
H 4.515 -4.539 1.319 0.0 0.0 0.0
```
Positions in Å, forces in eV/Å.

Calculated total energy (Ha): -1435.25619
Net charge: +1

# 5
DFT (ωB97M-V/def2-TZVPD) results for a structure of composition C33H57N3O7S2.

```
102
Properties=species:S:1:pos:R:3:forces:R:3
C 2.123 -4.060 1.644 -0.5 0.1 -0.3
C 2.607 -2.864 0.787 0.3 -0.5 -1.2
O 3.251 -3.111 -0.204 0.2 0.2 0.5
N 2.349 -1.472 1.087 -1.0 -0.3 2.1
C 3.494 -0.812 1.764 1.2 -0.2 -1.3
C 1.100 -1.313 1.790 -1.3 0.1 0.0
C 1.045 -1.156 3.281 -1.8 0.0 -1.5
C -0.206 -1.049 3.885 0.9 -0.1 -0.3
C -1.414 -1.110 3.083 -1.8 -0.1 -1.8
N -2.717 -1.053 3.481 0.7 -0.1 -0.6
S -3.670 -1.165 2.155 0.9 0.1 0.3
N -2.566 -1.289 0.926 0.3 0.3 2.6
C -1.406 -1.243 1.601 2.8 -0.3 0.1
C -0.064 -1.352 0.985 0.5 0.7 0.6
S -0.021 -1.576 -0.809 -0.3 -0.2 0.1
H 2.972 -4.414 2.265 -0.5 0.4 -0.2
H 1.878 -4.887 0.941 0.3 0.7 0.4
H 1.211 -3.870 2.243 0.7 0.0 -0.1
H 4.099 -1.577 2.304 -0.3 0.8 0.1
H 4.152 -0.409 0.955 -0.4 -0.3 0.7
H 3.210 0.054 2.386 -0.1 -0.7 -0.2
H 1.987 -1.135 3.855 -0.8 0.0 -0.3
H -0.262 -0.947 4.980 -0.1 -0.1 -0.6
H 0.751 -0.595 -1.364 -0.1 -0.3 0.9
C -3.834 -3.786 -0.972 0.1 0.1 -0.2
C -4.842 -4.808 -1.471 -0.2 0.0 0.1
C -4.033 -6.093 -1.428 0.2 -0.1 -0.1
O -3.090 -5.951 -0.360 -0.1 0.2 -0.1
C -3.072 -4.584 0.072 0.0 -0.1 0.2
H -4.287 -2.882 -0.569 0.0 0.0 0.0
H -3.163 -3.498 -1.785 0.0 0.1 0.1
H -5.682 -4.872 -0.773 0.0 0.0 0.0
H -5.239 -4.588 -2.462 0.0 0.0 0.0
H -3.471 -6.240 -2.357 -0.1 0.0 -0.1
H -4.652 -6.975 -1.254 0.1 0.0 0.1
H -3.567 -4.534 1.050 0.0 0.1 0.0
H -2.040 -4.249 0.187 0.0 -0.1 0.0
C -4.294 4.129 1.406 0.1 -0.1 -0.2
C -4.611 2.807 2.084 -0.2 -0.1 0.1
C -3.553 2.753 3.174 0.2 0.0 0.0
O -3.273 4.108 3.543 -0.1 -0.1 -0.2
C -3.869 4.990 2.582 -0.1 0.1 0.2
H -5.132 4.552 0.852 0.1 0.0 0.0
H -3.457 4.002 0.714 -0.1 0.1 0.0
H -5.608 2.848 2.533 0.0 0.0 0.0
H -4.575 1.948 1.413 0.0 0.0 0.0
H -2.623 2.305 2.803 0.0 -0.1 0.0
H -3.882 2.194 4.051 0.1 0.1 0.0
H -4.733 5.470 3.055 0.0 0.1 -0.1
H -3.153 5.763 2.300 0.0 0.0 0.1
C -0.640 -2.728 8.864 0.1 -0.3 0.1
C 0.072 -1.488 9.375 -0.1 0.2 0.1
C 1.166 -1.304 8.336 0.2 -0.1 -0.1
O 0.649 -1.812 7.098 -0.1 0.0 0.2
C -0.561 -2.538 7.360 -0.1 0.1 -0.2
H -1.663 -2.829 9.227 0.0 0.0 0.0
H -0.084 -3.623 9.158 0.0 0.0 0.0
H -0.610 -0.633 9.355 0.0 0.0 0.0
H 0.461 -1.589 10.388 0.0 0.0 0.0
H 2.059 -1.884 8.592 0.0 0.1 0.1
H 1.454 -0.260 8.210 0.0 0.0 -0.1
H -1.401 -1.938 6.992 -0.1 -0.1 0.0
H -0.546 -3.484 6.816 0.1 0.1 -0.1
C 3.204 -0.955 -5.044 0.2 -0.3 0.0
C 1.936 -0.768 -5.859 0.0 0.2 -0.1
C 0.859 -0.878 -4.792 -0.2 -0.2 0.1
O 1.434 -0.388 -3.574 0.1 0.0 -0.2
C 2.852 -0.247 -3.749 0.0 0.2 0.1
H 4.097 -0.550 -5.519 0.0 0.0 0.1
H 3.370 -2.019 -4.855 0.0 0.0 0.0
H 1.923 0.232 -6.302 0.0 0.0 0.0
H 1.816 -1.497 -6.660 0.0 0.0 0.0
H 0.564 -1.920 -4.630 0.0 0.0 -0.1
H -0.034 -0.299 -5.034 0.0 0.0 0.1
H 3.079 0.823 -3.807 0.1 0.0 0.0
H 3.370 -0.667 -2.885 -0.1 0.0 0.0
C -4.592 7.107 -2.890 -0.1 0.3 0.0
C -3.116 6.751 -2.925 0.1 -0.2 -0.1
C -2.731 6.867 -1.460 0.0 0.2 0.2
O -3.898 6.529 -0.699 0.0 0.1 -0.3
C -5.031 6.486 -1.575 0.0 -0.2 0.1
H -5.155 6.734 -3.745 0.0 0.0 0.0
H -4.712 8.193 -2.849 0.0 0.0 0.0
H -2.991 5.719 -3.265 0.0 0.0 0.0
H -2.523 7.397 -3.573 0.0 0.0 0.0
H -2.446 7.892 -1.203 0.1 0.0 -0.1
H -1.912 6.200 -1.187 -0.1 0.0 0.1
H -5.314 5.436 -1.707 -0.1 0.0 -0.1
H -5.867 7.017 -1.117 0.1 0.0 0.1
C 8.376 0.974 -6.889 0.1 0.3 0.0
C 8.664 -0.199 -5.969 0.1 -0.3 -0.1
C 7.422 -0.223 -5.094 -0.1 0.1 0.2
O 6.342 0.270 -5.897 0.3 0.0 -0.1
C 6.876 0.849 -7.095 -0.2 -0.1 -0.1
H 8.937 0.948 -7.824 0.0 0.0 0.0
H 8.607 1.913 -6.378 0.0 0.0 0.0
H 8.728 -1.122 -6.553 0.0 0.0 0.0
H 9.586 -0.094 -5.397 0.0 0.0 0.0
H 7.531 0.441 -4.230 0.1 -0.1 0.0
H 7.182 -1.225 -4.734 -0.1 0.0 0.0
H 6.644 0.175 -7.927 0.0 0.1 -0.1
H 6.395 1.810 -7.283 -0.1 0.0 0.1
```
Positions in Å, forces in eV/Å.

Calculated total energy (Ha): -2778.79477
Net charge: 0

In order of appearance, max |F| = 0.64; 4.69; 5.10; 5.53; 2.83 eV Å⁻¹.
In order of appearance, frontier orbital gap = 10.25; 9.07; 8.01; 6.14; 7.38 eV.
In order of appearance, M = 99.13; 373.91; 796.69; 328.82; 671.97 g mol⁻¹.